Computed, not measured: an isolated molecule of C2H4N2S2, with the ωB97M-V functional and the def2-TZVPD basis.

Properties
- molecular weight (u) = 120.20
- multiplicity = 1
- orbital gap (eV) = 7.54
- HOMO level (hartree) = -0.318
- SMILES = NS/N=C\C=S
- energy relative to the best compared isomer or geometry (same formula, charge and spin) (eV) = 2.095
- largest force on an atom (eV Å⁻¹) = 1.518
- charge = 0

XYZ file:
```
10
C2H4N2S2 | the Open Molecules 2025 dataset | the ωB97M-V functional and the def2-TZVPD basis
S 0.322 -1.285 0.029
S -2.576 -0.531 0.021
N 1.966 -1.714 -0.093
N 0.440 0.293 0.020
C -0.495 1.192 -0.018
C -1.884 0.964 -0.042
H -0.142 2.218 -0.063
H -2.532 1.830 -0.103
H 2.521 -1.001 -0.548
H 2.379 -1.967 0.795
```